No. 1
C37H42BN5O3PRbS as an isolated structure at a distorted geometry, computed with ωB97M-V/def2-TZVPD.

Lowest unoccupied orbital energy (alpha / beta) ... 3.912 / 3.912 eV
Max |F| ... 6.67 eV/Å
Charge ... -2
ΔE to the lowest compared entry with this formula, charge and spin ... 0.0 kJ/mol
HOMO level (alpha / beta) ... 0.799 / 0.798 eV
E ... -2723.00369 a.u.

Geometry (Å):
Rb (0.23, -0.81, -0.19)
N (2.27, 3.19, 4.01)
C (2.27, 2.78, 2.71)
S (3.67, 2.22, 2.00)
N (1.00, 3.14, 2.14)
N (0.58, 2.51, 1.04)
C (-0.04, 3.36, 0.18)
C (-0.92, 2.88, -0.82)
C (-1.45, 3.83, -1.76)
C (-2.35, 3.39, -2.71)
C (-2.72, 2.02, -2.73)
C (-2.15, 1.16, -1.80)
N (-1.26, 1.56, -0.86)
H (3.06, 2.93, 4.58)
H (1.36, 3.24, 4.46)
H (0.08, 4.45, 0.32)
H (-1.12, 4.87, -1.70)
H (-2.77, 4.08, -3.45)
H (-3.43, 1.63, -3.45)
H (-2.48, 0.12, -1.74)
O (-0.97, -3.23, -0.16)
C (-1.26, -3.54, 0.98)
C (-2.15, -4.12, 1.85)
C (-2.21, -5.51, 2.04)
C (-2.99, -6.03, 3.07)
C (-3.70, -5.16, 3.91)
C (-3.62, -3.76, 3.76)
C (-2.84, -3.22, 2.74)
P (-2.37, -1.48, 2.63)
C (-3.13, -0.81, 4.10)
C (-4.53, -0.66, 4.21)
C (-5.08, -0.16, 5.40)
C (-4.27, 0.20, 6.47)
C (-2.88, 0.06, 6.35)
C (-2.31, -0.43, 5.18)
C (-3.47, -0.81, 1.37)
C (-3.63, 0.60, 1.33)
C (-4.52, 1.20, 0.43)
C (-5.26, 0.41, -0.46)
C (-5.11, -0.98, -0.40)
C (-4.21, -1.60, 0.47)
H (-1.66, -6.13, 1.34)
H (-3.05, -7.11, 3.23)
H (-4.34, -5.54, 4.72)
H (-4.15, -3.10, 4.45)
H (-5.17, -0.96, 3.38)
H (-6.16, -0.04, 5.48)
H (-4.70, 0.59, 7.40)
H (-2.23, 0.33, 7.18)
H (-1.23, -0.50, 5.06)
H (-3.10, 1.20, 2.07)
H (-4.60, 2.29, 0.43)
H (-5.95, 0.84, -1.18)
H (-5.67, -1.61, -1.09)
H (-4.14, -2.69, 0.48)
C (5.98, -1.56, -1.59)
C (5.59, -1.06, -0.20)
C (6.23, -1.89, 0.92)
C (5.89, 0.45, -0.05)
C (4.12, -1.25, -0.05)
N (2.99, -1.47, 0.11)
H (7.06, -1.41, -1.79)
H (5.41, -1.04, -2.39)
H (5.79, -2.65, -1.70)
H (7.33, -1.80, 0.88)
H (5.96, -2.96, 0.84)
H (5.92, -1.52, 1.93)
H (6.98, 0.63, 0.03)
H (5.39, 0.86, 0.87)
H (5.51, 1.04, -0.91)
C (4.06, 0.79, -4.60)
C (2.59, 0.44, -4.69)
C (2.22, -0.01, -6.08)
O (2.38, -0.81, -3.79)
B (1.24, -0.50, -3.23)
O (0.57, 0.61, -3.32)
C (1.63, 1.51, -4.09)
C (2.25, 2.39, -3.02)
C (0.86, 2.32, -5.10)
H (4.66, -0.03, -5.03)
H (4.38, 1.00, -3.56)
H (4.22, 1.69, -5.24)
H (2.85, -0.87, -6.35)
H (2.41, 0.81, -6.80)
H (1.15, -0.30, -6.14)
H (2.73, 1.79, -2.22)
H (1.47, 3.04, -2.58)
H (2.99, 3.05, -3.49)
H (0.27, 1.69, -5.79)
H (1.60, 2.91, -5.69)
H (0.21, 3.04, -4.57)


No. 2
C37H42BrCl2GaN3O4Si as an isolated structure, computed with ωB97M-V/def2-TZVPD.

Lowest unoccupied orbital energy ... -3.212 eV
Max |F| ... 0.19 eV/Å
Charge ... +1
ΔE to the lowest compared entry with this formula, charge and spin ... 32.3 kJ/mol
HOMO level ... -10.191 eV
E ... -7609.01314 a.u.

Geometry (Å):
Ga (1.19, 0.92, -0.94)
C (2.13, 0.24, -3.86)
O (2.16, -0.26, -2.51)
C (1.73, -1.55, -2.30)
C (1.62, -2.52, -3.26)
C (1.15, -3.78, -2.89)
Br (1.01, -5.12, -4.22)
C (0.80, -4.06, -1.60)
C (0.90, -3.06, -0.62)
C (1.37, -1.79, -0.95)
O (1.47, -0.78, -0.09)
C (0.54, -3.34, 0.76)
N (0.74, -2.51, 1.79)
C (0.34, -3.13, 2.96)
C (0.35, -2.70, 4.29)
C (-0.12, -3.59, 5.23)
C (-0.60, -4.86, 4.86)
C (-0.61, -5.29, 3.55)
C (-0.13, -4.38, 2.61)
N (0.00, -4.47, 1.22)
H (1.14, 0.08, -4.29)
H (2.89, -0.26, -4.46)
H (2.35, 1.30, -3.80)
H (1.89, -2.32, -4.29)
H (0.44, -5.05, -1.35)
H (1.11, -1.58, 1.63)
H (0.72, -1.72, 4.56)
H (-0.12, -3.31, 6.27)
H (-0.95, -5.53, 5.64)
H (-0.97, -6.27, 3.27)
H (-0.33, -5.22, 0.65)
C (4.13, 2.69, -1.18)
Si (2.46, 2.90, -0.36)
C (2.65, 2.72, 1.52)
C (3.18, 4.02, 2.14)
C (3.65, 1.59, 1.79)
C (1.32, 2.35, 2.20)
C (1.56, 4.41, -1.07)
C (2.40, 5.67, -0.82)
C (0.17, 4.57, -0.47)
C (1.44, 4.22, -2.59)
H (4.84, 3.41, -0.76)
H (4.09, 2.86, -2.25)
H (4.55, 1.69, -1.01)
H (4.09, 4.37, 1.65)
H (3.41, 3.85, 3.20)
H (2.44, 4.82, 2.10)
H (4.65, 1.84, 1.43)
H (3.35, 0.65, 1.32)
H (3.73, 1.42, 2.87)
H (0.54, 3.08, 2.02)
H (1.47, 2.29, 3.28)
H (0.96, 1.37, 1.87)
H (2.50, 5.91, 0.24)
H (1.90, 6.53, -1.29)
H (3.40, 5.60, -1.25)
H (0.21, 4.78, 0.60)
H (-0.46, 3.69, -0.63)
H (-0.34, 5.41, -0.95)
H (2.41, 4.12, -3.08)
H (0.95, 5.10, -3.02)
H (0.81, 3.37, -2.85)
Cl (-1.77, 0.78, 1.32)
C (-2.35, -0.80, 1.76)
C (-2.56, -1.07, 3.10)
C (-3.04, -2.32, 3.47)
C (-3.26, -3.29, 2.51)
C (-3.02, -3.00, 1.17)
Cl (-3.28, -4.24, -0.01)
C (-2.59, -1.74, 0.75)
N (-2.49, -1.42, -0.62)
C (-3.65, -0.88, -1.24)
C (-4.91, -1.04, -0.66)
C (-6.04, -0.52, -1.28)
C (-5.93, 0.17, -2.47)
C (-4.68, 0.32, -3.05)
C (-3.53, -0.20, -2.46)
C (-2.21, -0.05, -3.18)
C (-1.26, 0.92, -2.52)
O (-1.27, 2.12, -2.69)
O (-0.39, 0.31, -1.72)
H (-2.37, -0.30, 3.84)
H (-3.24, -2.54, 4.51)
H (-3.63, -4.27, 2.78)
H (-1.65, -0.89, -0.83)
H (-5.02, -1.56, 0.27)
H (-7.00, -0.65, -0.81)
H (-6.80, 0.59, -2.96)
H (-4.58, 0.85, -3.99)
H (-2.41, 0.33, -4.18)
H (-1.71, -1.02, -3.27)


No. 3
C37H42Cl4N4O9S2SbSeSi3W as an isolated structure at a distorted geometry, computed with ωB97M-V/def2-TZVPD.

Lowest unoccupied orbital energy (alpha / beta) ... 1.848 / 1.766 eV
Max |F| ... 2.35 eV/Å
Charge ... -1
ΔE to the lowest compared entry with this formula, charge and spin ... 80.7 kJ/mol
HOMO level (alpha / beta) ... -4.627 / -4.731 eV
E ... -8546.07121 a.u.
Spin multiplicity ... 3

Geometry (Å):
W (0.15, -0.09, -0.30)
O (-2.84, 1.55, 5.00)
C (-2.25, 1.29, 3.80)
C (-1.26, 2.10, 3.27)
C (-0.70, 1.73, 2.07)
N (-1.07, 0.63, 1.42)
C (-2.01, -0.16, 1.94)
C (-2.65, 0.14, 3.12)
C (-2.23, -1.39, 1.11)
O (-2.94, -2.30, 1.50)
O (-1.59, -1.30, 0.00)
C (0.44, 2.44, 1.38)
O (1.04, 3.34, 1.92)
O (0.63, 1.92, 0.21)
H (-2.45, 2.34, 5.38)
H (-0.91, 3.00, 3.75)
H (-3.42, -0.51, 3.51)
Cl (0.30, -4.48, -5.68)
C (-0.02, -3.10, -4.67)
C (-0.66, -2.00, -5.19)
Cl (-1.17, -1.97, -6.85)
C (-0.89, -0.89, -4.38)
Cl (-1.71, 0.51, -4.98)
C (-0.46, -0.88, -3.06)
O (-0.63, 0.14, -2.25)
C (0.18, -2.02, -2.51)
O (0.54, -1.92, -1.22)
C (0.39, -3.11, -3.33)
Cl (1.15, -4.53, -2.68)
C (2.94, -4.97, 2.71)
Si (2.03, -3.77, 1.58)
C (2.90, -3.89, -0.06)
C (0.22, -4.23, 1.56)
Sb (1.71, -1.12, 1.76)
Si (4.32, -0.56, 1.53)
C (4.96, -1.63, 2.93)
C (4.88, -1.19, -0.13)
C (4.09, 1.27, 1.84)
Si (1.25, -1.25, 4.42)
C (-0.50, -1.91, 4.48)
C (2.47, -2.54, 5.01)
C (1.66, 0.54, 4.82)
H (2.94, -5.91, 2.16)
H (2.45, -5.13, 3.67)
H (3.98, -4.70, 2.91)
H (2.74, -4.87, -0.51)
H (3.97, -3.74, 0.07)
H (2.50, -3.15, -0.75)
H (0.05, -5.24, 1.17)
H (-0.34, -3.53, 0.93)
H (-0.20, -4.19, 2.57)
H (6.04, -1.80, 2.91)
H (4.47, -2.60, 2.86)
H (4.70, -1.20, 3.90)
H (5.66, -1.95, -0.01)
H (5.28, -0.40, -0.76)
H (4.05, -1.62, -0.68)
H (3.73, 1.41, 2.86)
H (3.32, 1.63, 1.16)
H (4.98, 1.90, 1.70)
H (-0.83, -2.24, 3.49)
H (-1.22, -1.17, 4.83)
H (-0.56, -2.77, 5.15)
H (2.02, -3.22, 5.74)
H (3.37, -2.11, 5.46)
H (2.79, -3.13, 4.16)
H (1.26, 1.18, 4.04)
H (2.75, 0.64, 4.81)
H (1.29, 0.90, 5.78)
C (-5.18, 3.96, -1.85)
N (-3.90, 3.82, -2.49)
C (-2.94, 2.93, -2.13)
Se (-2.90, 1.81, -0.70)
N (-1.93, 3.06, -3.02)
C (-2.20, 4.09, -3.91)
C (-1.47, 4.64, -4.95)
C (-2.06, 5.70, -5.63)
C (-3.33, 6.17, -5.30)
C (-4.06, 5.61, -4.26)
C (-3.47, 4.56, -3.58)
H (-5.24, 3.21, -1.06)
H (-5.98, 3.80, -2.57)
H (-5.29, 4.96, -1.41)
H (-1.05, 2.56, -2.89)
H (-0.48, 4.30, -5.18)
H (-1.52, 6.17, -6.44)
H (-3.75, 7.00, -5.86)
H (-5.04, 5.99, -3.99)
O (0.70, 5.04, -1.82)
S (1.58, 4.30, -2.67)
O (1.65, 4.66, -4.06)
N (1.27, 2.68, -2.53)
C (2.29, 2.04, -2.06)
S (2.35, 0.38, -1.63)
C (3.51, 2.89, -1.82)
C (4.77, 2.51, -1.41)
C (5.73, 3.50, -1.23)
C (5.42, 4.84, -1.43)
C (4.15, 5.22, -1.84)
C (3.22, 4.22, -2.02)
H (4.99, 1.47, -1.24)
H (6.73, 3.23, -0.92)
H (6.18, 5.60, -1.27)
H (3.89, 6.26, -2.00)